Record 1
This record from the OMol25 dataset describes a cluster of 2 separate species, C31H42N4O7S in total. The level of theory is ωB97M-V/def2-TZVPD.

Last column: Mulliken charge in e.
Geometry (Å):
S1 -4.47571 -4.70114 -1.79497  -0.266
O1 4.57027 -1.78230 2.14503  -0.360
O2 1.54641 -2.55385 1.48707  -0.655
O3 -0.72092 6.77419 -2.54294  -0.316
O4 0.95043 -4.03803 -3.90643  -0.668
O5 4.62384 -3.53448 3.71624  -0.572
O6 -0.12117 6.09804 -0.56370  -0.220
O7 -0.87538 8.22954 -0.80055  -0.565
N1 -4.23027 0.02206 4.28575  -0.395
N2 -2.57454 1.04216 5.79186  -0.639
N3 -2.20615 1.47285 3.45307  -0.561
N4 0.63203 0.58590 -2.78224  0.319
C1 1.08321 -3.58621 -2.71928  0.241
C2 3.62835 -2.81129 -3.28758  -1.256
C3 2.47631 -2.95338 -2.19261  0.332
C4 2.98693 -0.18219 -3.13468  -0.315
C5 2.62585 -2.59628 -0.80500  0.383
C6 -2.80193 -4.19543 -1.16447  -0.142
C7 3.95342 -1.30160 -3.74738  -0.688
C8 -1.60766 -4.13624 -2.19439  -0.724
C9 0.89638 1.79801 -2.03697  -0.340
C10 -0.25861 2.28829 -1.09719  -0.385
C11 1.50132 -0.15909 -3.75900  -0.528
C12 -3.43666 -2.87688 2.61064  -0.683
C13 -0.60897 7.14324 -1.25534  0.686
C14 0.14917 6.39564 0.80603  -0.712
C15 2.94646 -1.79994 4.23500  -0.767
C16 -2.60766 -3.84548 0.35926  0.414
C17 -1.19797 7.78452 -3.43953  -0.190
C18 -4.02144 -1.43005 4.67680  -0.499
C19 -4.65153 -2.45483 3.56958  -0.591
C20 -3.82057 -3.90338 1.43802  -0.587
C21 0.02089 -3.30102 -0.26918  0.314
C22 4.61483 -2.72972 1.01468  -0.690
C23 4.00413 -1.96689 -0.26234  -0.128
C24 -1.15732 -3.40076 0.76570  -0.359
C25 -0.72352 0.19959 -2.35388  -0.258
C26 -0.18457 -3.68713 -1.76519  0.488
C27 1.44747 -2.79489 0.24168  0.104
C28 -0.13136 8.82830 -3.71852  -1.086
C29 -1.36271 1.19580 -1.34150  -0.664
C30 -3.00977 0.82101 4.54773  0.257
C31 4.12611 -2.43461 3.32714  0.701
H1 -2.56372 -3.31865 3.23131  0.296
H2 -4.35365 -1.66367 5.74470  0.379
H3 -5.03711 -3.35482 4.15827  0.296
H4 -1.45608 7.27731 -4.37158  0.290
H5 -0.73502 6.79717 1.30556  0.339
H6 -0.29675 3.18981 -0.40744  0.306
H7 -3.94620 -4.97959 1.84241  0.309
H8 2.11809 -2.60662 4.28672  0.189
H9 -0.86678 -3.11961 1.84616  0.218
H10 0.78053 8.35320 -4.08992  0.285
H11 3.27293 -1.60923 5.31275  0.358
H12 -2.11634 8.23660 -3.05289  0.303
H13 -1.28576 -0.72355 -2.70811  0.320
H14 3.88323 -1.29076 -4.90431  0.309
H15 -3.03353 -1.90239 2.12661  0.303
H16 -4.75722 -5.94888 -1.25683  0.176
H17 3.41292 -3.50659 -4.18647  0.326
H18 -0.48360 9.55043 -4.45843  0.356
H19 -2.14663 2.49041 3.65472  0.292
H20 -1.22557 1.15096 3.50058  0.282
H21 0.98350 7.09602 0.87670  0.310
H22 0.43314 5.46587 1.30116  0.210
H23 4.08397 -3.71270 1.24480  0.358
H24 3.46089 0.84034 -3.41149  0.404
H25 5.73789 -2.90170 0.78687  0.301
H26 -4.92372 0.36680 4.97900  0.305
H27 -1.72332 1.64285 5.72337  0.263
H28 0.14105 9.37364 -2.81309  0.314
H29 -5.46335 -1.86870 3.01291  0.382
H30 5.05445 -1.09599 -3.45111  0.334
H31 -2.38143 1.17130 -0.82972  0.333
H32 4.58795 -3.25087 -2.80665  0.343
H33 2.49540 -0.85189 3.76751  0.218
H34 -4.80252 -3.66066 0.89379  0.470
H35 -2.87305 -1.58834 4.64051  0.266
H36 1.83241 2.44321 -2.07087  0.298
H37 1.05023 -1.18687 -3.96090  0.181
H38 1.53178 0.48861 -4.71936  0.268
H39 3.73858 -0.89209 0.08507  0.344
H40 2.89924 -0.18305 -1.99655  0.176
H41 -1.82594 -4.40104 -3.28957  0.353
H42 4.80169 -1.83832 -1.07263  0.207

As for the frontier orbital gap: 0.217 Eh. Its SMILES is [H]/N=C(\N)NCCCCc1cc2c(cc1S)C(=O)C(CCCCn1cccc1)=C(CCOC(C)=O)C2=O.CCOC(=O)OC. The calculation puts the molar mass at 614.8 g mol⁻¹. As for the net charge: 0. As for the multiplicity: 1. The relative energy (zero: lowest compared OMol25 entry of this formula, charge and spin) is 179.8 kcal/mol.



Record 2
This record from the OMol25 dataset describes a structure of composition C31H42N8O4S2Ti. The level of theory is ωB97M-V/def2-TZVPD.

Last column: Mulliken charge in e.
Geometry (Å):
Ti1 0.43950 -0.23900 -0.63670  -1.141
S1 1.44177 -1.38194 -4.66610  -0.075
S2 5.29091 1.82007 -2.90580  1.220
O1 4.62948 0.51232 -3.11223  -0.628
O2 6.14703 2.23667 -3.96958  -0.645
O3 4.36585 2.79661 -2.36043  -0.753
O4 0.96512 1.20780 -1.33760  0.168
N1 3.50985 -1.78789 -2.98127  -0.323
N2 0.11357 -1.01905 -2.56430  0.101
N3 -0.51819 1.11274 2.04988  -0.240
N4 7.61157 0.99566 -1.56900  -0.478
N5 5.57793 1.14194 -0.41900  -0.149
N6 1.35815 -1.37877 -2.12543  1.224
N7 2.13995 -0.39363 0.49358  1.702
N8 -0.74273 0.84898 0.74084  1.424
C1 2.55388 0.77051 1.06443  -0.672
C2 -1.31556 2.09115 2.50699  0.721
C3 -1.56602 -2.36628 -0.30581  0.866
C4 -0.31318 -2.31937 1.79025  1.623
C5 -1.06509 0.70192 -5.40646  -1.289
C6 4.28609 -1.34237 0.92558  -1.443
C7 -1.83665 -3.02684 -1.63879  -2.553
C8 0.87356 -2.66714 2.65677  -2.453
C9 3.83760 0.94295 1.48102  -1.217
C10 -2.57114 -1.40621 1.68561  1.042
C11 6.33502 1.33515 -1.48647  0.084
C12 -3.84900 -1.29710 -0.47532  -2.375
C13 2.97803 -1.44772 0.50614  -0.443
C14 -1.25999 2.56968 3.91405  -1.528
C15 -1.40836 -1.69300 2.40844  1.300
C16 -1.34207 -1.37405 3.88228  -2.669
C17 -0.02826 -0.96728 -3.84528  -0.043
C18 -2.61469 -1.65719 0.31027  1.695
C19 0.47384 -3.82305 -0.12200  -2.351
C20 -2.08666 2.49971 1.43115  -1.590
C21 6.05033 0.37897 0.55933  0.228
C22 1.46698 2.46214 -1.83716  -0.790
C23 -0.41588 -2.72785 0.43972  1.501
C24 -1.69755 1.70866 0.35290  0.595
C25 8.12290 0.37002 -0.50948  -0.209
C26 -2.18864 1.74106 -1.05492  -1.735
C27 7.35907 -0.05535 0.58169  -0.731
C28 -1.27080 -0.55679 -4.55835  -0.268
C29 2.22916 -1.53112 -3.11945  -0.060
C30 -3.79284 -0.86564 2.38463  -2.420
C31 4.76749 -0.06106 1.18744  0.716
H1 9.18090 0.13939 -0.55336  0.446
H2 -3.27733 1.72936 -1.07850  0.464
H3 0.55794 -3.24036 3.52937  0.536
H4 4.17344 1.92647 1.77748  0.434
H5 -3.62763 -1.09932 -1.52200  0.263
H6 2.51271 2.57086 -1.53105  0.334
H7 -0.94362 -3.43405 -2.10124  0.534
H8 -2.83494 3.27419 1.43446  0.579
H9 -1.85503 2.64624 -1.56337  0.413
H10 -0.33545 0.53584 -6.19894  0.416
H11 1.45032 2.41961 -2.92502  0.268
H12 1.27225 -4.11038 0.55240  0.510
H13 -2.04475 -0.40252 -3.80452  -0.094
H14 -3.82026 0.22815 2.36769  0.352
H15 -4.33968 -0.41592 -0.06758  0.605
H16 -2.53035 -3.85781 -1.48324  0.428
H17 -0.95696 1.77513 4.59543  0.337
H18 1.85215 1.59249 1.07321  0.481
H19 -1.84325 0.87681 -1.63017  0.153
H20 -2.00445 0.98484 -5.87649  0.433
H21 -0.54574 3.38911 4.00565  0.328
H22 -2.30690 -2.35645 -2.35364  0.464
H23 -2.23421 2.94097 4.22360  0.436
H24 7.78420 -0.66505 1.36561  0.468
H25 -0.33231 -1.12368 4.20812  0.497
H26 4.11483 -1.60004 -3.77276  0.433
H27 -3.83289 -1.18239 3.42305  0.450
H28 0.82422 3.25340 -1.45631  0.381
H29 -1.64740 -2.23558 4.48227  0.371
H30 -0.13317 -4.71758 -0.27538  0.420
H31 4.95689 -2.18043 0.78852  0.479
H32 -1.60027 -1.38712 -5.18780  0.454
H33 0.91655 -3.57663 -1.08562  0.338
H34 2.60365 -2.36638 0.07679  0.803
H35 1.63026 -3.25178 2.14817  0.388
H36 1.37000 -1.76934 3.03822  0.319
H37 -4.70567 -1.22014 1.91233  0.474
H38 -4.57919 -2.11108 -0.45446  0.435
H39 -1.99572 -0.54777 4.15074  0.642
H40 3.93875 -1.47449 -2.11816  0.108
H41 0.08601 0.51506 2.59127  0.210
H42 -0.72038 1.53745 -4.79630  0.268

As for the frontier orbital gap: 0.203 Eh. The calculation puts the molar mass at 702.7 g mol⁻¹. As for the net charge: +2. As for the multiplicity: 1. The relative energy (zero: lowest compared OMol25 entry of this formula, charge and spin) is 9.8 kcal/mol.



Record 3
This record from the OMol25 dataset describes a structure of composition C31H43AuN2O7PS. The level of theory is ωB97M-V/def2-TZVPD.

Last column: Mulliken charge in e.
Geometry (Å):
Au1 -0.02487 -0.74334 -0.86255  0.449
S1 6.04002 -3.82506 -2.99655  1.285
P1 -0.14904 0.57595 0.95616  -1.037
O1 -1.87898 -2.43765 -0.68268  -0.644
O2 -1.81278 0.22740 -4.75157  -0.608
O3 6.72895 -2.61560 -2.57513  -0.679
O4 6.16070 -4.93271 -2.06375  -0.700
O5 -3.63322 0.98145 -5.62026  -0.639
O6 -3.71392 -2.25211 0.60617  -0.770
O7 6.23185 -4.17384 -4.39423  -0.712
N1 -3.02081 0.37676 -4.76231  1.040
N2 0.31250 -2.00526 -2.58639  -0.430
C1 -3.07838 -2.12162 -0.44710  0.104
C2 3.79749 0.33005 2.25121  -0.918
C3 4.30665 -3.36993 -2.89796  -0.058
C4 2.28547 -2.57248 -3.93626  -0.655
C5 4.07199 1.82960 2.19797  -0.724
C6 -1.20665 2.05899 0.62882  0.606
C7 -3.11204 -0.87406 -2.65069  0.705
C8 -1.15622 2.50099 -0.84829  -0.274
C9 -1.09329 0.48546 3.64564  -0.677
C10 -0.59033 -1.73909 2.52217  -0.692
C11 -3.80163 -0.24340 -3.66342  -0.065
C12 -2.35337 -1.57414 4.36215  -0.722
C13 3.56234 2.42255 0.87309  -0.836
C14 -1.77584 3.88717 -1.00187  -1.048
C15 2.28306 0.03333 2.22906  -0.760
C16 -1.41525 -0.45931 4.81574  -0.881
C17 -5.88112 -0.76112 -2.65539  -0.495
C18 -3.81347 -1.44757 -1.60255  0.285
C19 3.60799 -2.99310 -4.03380  -0.570
C20 3.66529 -3.34516 -1.65989  -1.070
C21 1.67268 -2.51595 -2.69947  0.248
C22 -1.66444 -2.48592 3.32946  -0.888
C23 -0.99553 3.26464 1.58093  -1.349
C24 -0.16858 4.36054 0.91475  -0.279
C25 -0.91717 4.94955 -0.29146  -0.862
C26 2.35666 -2.90741 -1.55686  -0.031
C27 2.34347 1.65237 0.34253  -1.005
C28 -5.20243 -1.38046 -1.61153  -0.512
C29 1.49161 1.15270 1.52170  0.838
C30 -5.18066 -0.17597 -3.70090  -0.651
C31 -1.03246 -0.28396 2.30952  0.812
H1 5.13830 2.02650 2.31605  0.471
H2 2.11568 -0.90930 1.70051  0.085
H3 4.28075 -0.15023 1.39670  0.356
H4 -2.78343 3.87072 -0.57485  0.329
H5 -0.54067 2.95969 2.52140  0.426
H6 -0.12540 2.52359 -1.21274  0.197
H7 -1.89242 4.13412 -2.05780  0.481
H8 -5.67714 0.32278 -4.52005  0.489
H9 -5.73376 -1.81498 -0.77513  0.489
H10 4.24337 -0.11105 3.14358  0.483
H11 -1.55340 5.77323 0.04087  0.305
H12 -0.19809 5.37574 -0.99442  0.370
H13 3.29986 3.47446 1.01736  0.184
H14 -1.67507 1.76420 -1.46716  0.144
H15 -3.25086 -1.12700 3.92285  0.319
H16 -0.14705 0.99652 3.84248  0.102
H17 0.06610 5.14666 1.63451  0.572
H18 -2.40240 -2.88631 2.63058  0.185
H19 -2.04526 -0.35356 1.89192  0.539
H20 -0.45788 -2.23588 1.55895  0.079
H21 0.03602 -1.55768 -3.45553  0.200
H22 0.78964 3.94343 0.59405  -0.293
H23 2.66206 0.77967 -0.23389  0.384
H24 1.90891 -0.10342 3.24512  0.242
H25 -0.48997 -0.90355 5.19645  0.315
H26 -1.84761 0.11234 5.63936  0.514
H27 4.11261 -3.03779 -4.98968  0.469
H28 1.33706 1.98847 2.20995  0.641
H29 -6.96289 -0.72368 -2.65366  0.382
H30 3.57402 2.31584 3.04357  0.283
H31 -1.97441 3.67654 1.84612  0.603
H32 -0.36614 -2.74087 -2.37995  0.409
H33 1.77147 2.27049 -0.35084  0.078
H34 -2.21065 1.65898 0.80408  0.658
H35 -2.69197 -2.16118 5.21761  0.465
H36 -1.19813 -3.33329 3.83737  0.485
H37 -2.03228 -0.90755 -2.66875  -0.071
H38 -1.86007 1.26160 3.58311  0.320
H39 0.36659 -1.76133 3.04478  0.413
H40 4.35460 2.39456 0.12302  0.478
H41 1.85934 -2.86689 -0.59266  0.491
H42 1.73923 -2.27168 -4.82466  0.376
H43 4.21513 -3.66623 -0.78479  0.416

As for the frontier orbital gap: 0.248 Eh. The calculation puts the molar mass at 815.7 g mol⁻¹. As for the net charge: -1. As for the multiplicity: 1. The relative energy (zero: lowest compared OMol25 entry of this formula, charge and spin) is 25.9 kcal/mol.